{"formula": "C31H22N2O6PPtS2", "method": "ωB97M-V/def2-TZVPD", "lumo_energy_ev": 2.4, "spin_multiplicity": 1, "total_charge": -1, "max_force_ev_per_a": 0.97, "energy_ev": -81977.74594, "symbols": ["Pt", "O", "N", "C", "C", "C", "C", "C", "S", "H", "H", "H", "H", "O", "C", "O", "C", "C", "C", "C", "C", "C", "P", "C", "C", "C", "C", "C", "C", "C", "C", "C", "C", "C", "C", "H", "H", "H", "H", "H", "H", "H", "H", "H", "H", "H", "H", "H", "H", "O", "C", "N", "S", "O", "O", "C", "C", "C", "C", "C", "C", "H", "H", "H", "H"], "positions_angstrom": [[1.291, 0.856, 0.054], [2.306, 1.543, 1.881], [3.197, 0.668, 2.302], [3.511, 0.692, 3.615], [4.409, -0.196, 4.143], [4.995, -1.144, 3.300], [4.662, -1.153, 1.969], [3.751, -0.225, 1.440], [3.341, -0.112, -0.227], [2.986, 1.450, 4.175], [4.630, -0.155, 5.200], [5.692, -1.872, 3.694], [5.072, -1.879, 1.282], [1.530, 0.446, -4.721], [1.175, -0.119, -3.687], [1.848, -0.354, -2.636], [-0.222, -0.706, -3.624], [-0.922, -0.945, -4.801], [-2.072, -1.712, -4.790], [-2.519, -2.265, -3.595], [-1.848, -1.992, -2.415], [-0.716, -1.172, -2.416], [0.170, -0.875, -0.833], [-1.227, -0.808, 0.385], [-2.497, -0.359, 0.029], [-3.478, -0.169, 0.994], [-3.208, -0.424, 2.329], [-1.934, -0.827, 2.702], [-0.951, -0.992, 1.741], [0.908, -2.540, -0.570], [0.383, -3.447, 0.348], [0.933, -4.716, 0.490], [2.010, -5.102, -0.291], [2.525, -4.212, -1.224], [1.984, -2.945, -1.367], [-0.507, -0.538, -5.714], [-2.606, -1.911, -5.712], [-3.391, -2.907, -3.580], [-2.206, -2.425, -1.490], [-2.716, -0.113, -1.001], [-4.454, 0.194, 0.695], [-3.974, -0.274, 3.079], [-1.691, -0.969, 3.748], [0.059, -1.233, 2.052], [-0.472, -3.188, 0.952], [0.507, -5.403, 1.211], [2.438, -6.091, -0.180], [3.359, -4.505, -1.852], [2.385, -2.250, -2.091], [-0.767, 2.222, 2.483], [-0.902, 2.632, 1.351], [-0.420, 2.036, 0.207], [-0.669, 2.937, -1.142], [0.568, 3.490, -1.620], [-1.511, 2.237, -2.076], [-1.600, 4.191, -0.333], [-2.186, 5.323, -0.865], [-2.850, 6.167, 0.015], [-2.914, 5.874, 1.378], [-2.314, 4.732, 1.890], [-1.655, 3.891, 1.010], [-2.127, 5.539, -1.924], [-3.321, 7.067, -0.362], [-3.435, 6.550, 2.044], [-2.345, 4.488, 2.944]]}


{"formula": "C5H15N2O", "method": "ωB97M-V/def2-TZVPD", "lumo_energy_ev": -3.0, "spin_multiplicity": 1, "total_charge": 1, "max_force_ev_per_a": 5.46, "energy_ev": -10448.57971, "symbols": ["C", "C", "C", "C", "C", "N", "N", "H", "H", "H", "H", "H", "H", "H", "H", "H", "H", "H", "H", "H", "H", "H", "O"], "positions_angstrom": [[3.280, -0.393, -0.533], [1.822, -0.130, -0.078], [0.840, -0.767, -0.858], [-0.616, -0.528, -0.475], [-1.520, -1.391, -0.059], [-2.828, -0.970, 0.383], [-1.094, 0.878, -0.471], [3.332, 0.068, -1.498], [3.620, -1.502, -0.358], [4.007, 0.090, 0.124], [1.569, -0.281, 0.969], [1.512, 0.974, -0.064], [0.989, -1.907, -0.763], [1.038, -0.444, -1.928], [-1.166, -2.430, -0.189], [-3.555, -1.407, -0.225], [-3.094, -1.183, 1.352], [-0.641, 1.368, 0.320], [-0.966, 1.131, -1.472], [-2.108, 0.749, -0.338], [0.194, 2.144, 2.501], [-0.064, 3.373, 1.667], [-0.005, 2.394, 1.568]]}


{"formula": "C3H2AgO", "method": "ωB97M-V/def2-TZVPD", "lumo_energy_ev": 3.8, "spin_multiplicity": 1, "total_charge": -1, "max_force_ev_per_a": 1.77, "energy_ev": -9185.49695, "symbols": ["O", "C", "H", "C", "C", "H", "Ag"], "positions_angstrom": [[3.015, 0.053, 0.067], [2.925, 1.231, -0.351], [1.793, 1.570, -0.309], [-2.933, -0.779, 0.032], [-1.725, -0.773, 0.286], [-3.991, -0.776, -0.174], [0.916, -0.526, 0.449]]}


{"formula": "C5H10ClN3", "method": "ωB97M-V/def2-TZVPD", "lumo_energy_ev": -10.3, "spin_multiplicity": 1, "total_charge": 2, "max_force_ev_per_a": 4.14, "energy_ev": -22319.22704, "symbols": ["C", "C", "C", "C", "C", "N", "N", "N", "Cl", "H", "H", "H", "H", "H", "H", "H", "H", "H", "H"], "positions_angstrom": [[0.046, 1.525, 0.050], [-0.756, -0.702, 0.302], [1.055, -0.488, -1.414], [2.288, 0.028, -0.864], [-1.675, -1.602, 1.042], [0.186, -1.167, -0.490], [-0.890, 0.589, 0.541], [-0.226, 2.693, 0.532], [2.977, -0.472, 0.463], [0.473, 0.311, -2.011], [1.356, -1.097, -2.374], [2.864, 0.747, -1.625], [-1.661, -2.643, 0.520], [-2.619, -1.222, 0.822], [-1.450, -1.630, 2.086], [0.332, -2.187, -0.194], [-1.479, 0.860, 1.249], [0.300, 3.524, 0.327], [-1.121, 2.933, 1.038]]}


{"formula": "C22H34N2O5", "method": "ωB97M-V/def2-TZVPD", "lumo_energy_ev": 0.6, "spin_multiplicity": 1, "smiles": "CCc1ccccc1OCCC(=O)N(C)C[C@H](C)NC(=O)COC[C@@H]1CCOC1", "max_force_ev_per_a": 0.16, "energy_ev": -36583.65177, "symbols": ["C", "C", "C", "C", "C", "C", "C", "C", "O", "C", "C", "C", "O", "N", "C", "C", "C", "C", "N", "C", "O", "C", "O", "C", "C", "C", "C", "O", "C", "H", "H", "H", "H", "H", "H", "H", "H", "H", "H", "H", "H", "H", "H", "H", "H", "H", "H", "H", "H", "H", "H", "H", "H", "H", "H", "H", "H", "H", "H", "H", "H", "H", "H"], "positions_angstrom": [[-0.043, -1.341, -7.723], [-0.176, 0.183, -7.700], [-1.466, 0.637, -7.070], [-2.542, 1.052, -7.837], [-3.746, 1.445, -7.261], [-3.874, 1.426, -5.886], [-2.812, 1.016, -5.086], [-1.619, 0.622, -5.676], [-0.524, 0.207, -4.972], [-0.623, 0.161, -3.560], [0.712, -0.353, -3.023], [1.114, 0.400, -1.768], [1.777, 1.422, -1.846], [0.665, -0.082, -0.576], [-0.092, -1.315, -0.424], [1.089, 0.561, 0.657], [-0.009, 1.468, 1.226], [-0.086, 2.802, 0.506], [0.201, 1.681, 2.651], [-0.095, 0.714, 3.553], [-0.536, -0.373, 3.228], [0.137, 1.116, 5.012], [0.046, 0.049, 5.902], [1.143, -0.849, 5.811], [0.933, -1.972, 6.808], [0.906, -1.475, 8.255], [2.392, -1.384, 8.610], [3.088, -2.246, 7.704], [2.149, -2.888, 6.847], [0.899, -1.643, -8.182], [-0.075, -1.746, -6.712], [-0.858, -1.790, -8.293], [0.666, 0.612, -7.154], [-0.131, 0.572, -8.719], [-2.431, 1.070, -8.915], [-4.568, 1.766, -7.886], [-4.801, 1.731, -5.419], [-2.929, 1.014, -4.012], [-0.819, 1.169, -3.178], [-1.456, -0.485, -3.263], [0.698, -1.433, -2.888], [1.474, -0.109, -3.760], [-0.839, -1.426, -1.207], [0.557, -2.196, -0.422], [-0.615, -1.280, 0.532], [1.317, -0.220, 1.385], [1.990, 1.139, 0.457], [-0.960, 0.938, 1.128], [-0.208, 2.648, -0.565], [-0.921, 3.397, 0.876], [0.840, 3.366, 0.637], [0.615, 2.544, 2.961], [1.108, 1.626, 5.095], [-0.640, 1.833, 5.287], [1.208, -1.259, 4.799], [2.077, -0.312, 6.030], [0.023, -2.512, 6.544], [0.387, -0.523, 8.358], [0.404, -2.208, 8.887], [2.783, -0.371, 8.482], [2.594, -1.698, 9.636], [1.880, -3.873, 7.245], [2.623, -3.027, 5.874]]}


What is the formula in the second record? C5H15N2O